103
Properties=species:S:1:pos:R:3 method="wB97M-V/def2-TZVPD" spin_multiplicity=2 homo_ev="-12.4131 / -12.4172" total_charge=+2 e_tot_ha=-4550.394336 homo_lumo_gap_ev="6.081 / 6.483"
V 0.3832 -0.4952 0.6061
C 0.6156 -0.2877 3.8483
O 0.4203 -1.0047 2.6187
Si -0.3601 -2.5155 2.3594
C 0.5099 -3.8620 3.2693
C -2.0623 -2.3015 3.0575
C -0.1182 -2.3203 0.4802
Si -1.7798 -2.7618 -0.4850
C -1.5116 -3.3097 -2.2398
C -2.9134 -1.2833 -0.4697
C -2.5615 -4.2111 0.4118
Si 1.3774 -3.3921 -0.1986
C 2.9479 -3.0897 0.7933
C 0.8795 -5.1772 0.0181
C 1.7173 -3.0327 -1.9958
H 1.2717 -0.8629 4.5002
H -0.3417 -0.1060 4.3339
H 1.0775 0.6703 3.6131
H 0.5382 -3.5815 4.3271
H 1.5248 -4.0696 2.9399
H -0.0716 -4.7841 3.2068
H -1.9781 -1.7448 3.9958
H -2.5193 -3.2612 3.2965
H -2.7340 -1.7555 2.3978
H -1.1499 -2.5085 -2.8812
H -2.5030 -3.6002 -2.6012
H -0.8664 -4.1820 -2.3421
H -2.5235 -0.4986 -1.1164
H -3.0912 -0.8662 0.5219
H -3.8808 -1.5964 -0.8727
H -1.8404 -4.9737 0.7082
H -3.2509 -4.6876 -0.2901
H -3.1511 -3.9286 1.2821
H 2.7907 -2.7190 1.8070
H 3.6148 -2.3980 0.2772
H 3.4802 -4.0410 0.8748
H 0.6327 -5.4489 1.0431
H 1.7390 -5.7839 -0.2817
H 0.0457 -5.4604 -0.6239
H 0.9879 -2.3328 -2.3968
H 1.6605 -3.9511 -2.5825
H 2.7103 -2.6020 -2.1348
N 3.9549 0.0756 -7.1620
C 3.1369 0.2126 -6.0888
C 3.2012 1.3661 -5.2839
C 2.3942 1.4946 -4.1822
C 1.5000 0.4723 -3.8533
C 1.4108 -0.6688 -4.6517
C 2.2221 -0.8012 -5.7526
S 0.4473 0.6665 -2.5084
O -0.7291 -0.1432 -2.6666
O 0.3225 2.0637 -2.1905
N 1.1424 -0.0315 -1.1435
C 2.3790 0.2774 -0.6418
N 3.4235 0.7442 -1.3027
C 4.5245 0.9066 -0.5751
C 4.6102 0.6122 0.7896
C 3.4707 0.1489 1.4001
N 2.3521 -0.0015 0.6833
H 4.4873 0.8608 -7.4916
H 3.8033 -0.6702 -7.8174
H 3.8871 2.1612 -5.5474
H 2.4368 2.3875 -3.5747
H 0.6852 -1.4392 -4.4251
H 2.1453 -1.6805 -6.3790
H 5.3904 1.2856 -1.1064
H 5.5301 0.7430 1.3381
H 3.4259 -0.1033 2.4522
O -0.8659 0.8167 0.8330
P -1.4141 2.2707 1.0745
C -1.7117 2.4033 2.8235
C -2.4768 1.4060 3.4379
C -2.7460 1.4779 4.7924
C -2.2498 2.5439 5.5395
C -1.4952 3.5355 4.9329
C -1.2255 3.4721 3.5713
C -2.9272 2.4803 0.1821
C -4.0962 2.8801 0.8323
C -5.2644 3.0382 0.1022
C -5.2656 2.7978 -1.2637
C -4.1008 2.4056 -1.9140
C -2.9278 2.2492 -1.1983
C -0.1918 3.4438 0.5735
C -0.5163 4.5213 -0.2449
C 0.4796 5.4147 -0.6166
C 1.7806 5.2309 -0.1796
C 2.1058 4.1567 0.6439
C 1.1200 3.2655 1.0228
H -2.8708 0.5832 2.8522
H -3.3501 0.7164 5.2679
H -2.4637 2.6036 6.5984
H -1.1211 4.3657 5.5163
H -0.6448 4.2535 3.0984
H -4.0991 3.0764 1.8958
H -6.1712 3.3519 0.6005
H -6.1799 2.9217 -1.8289
H -4.1068 2.2250 -2.9803
H -2.0186 1.9588 -1.7083
H -1.5290 4.6597 -0.5984
H 0.2356 6.2538 -1.2536
H 2.5498 5.9328 -0.4737
H 3.1214 4.0290 0.9952
H 1.3668 2.4377 1.6797

---

37
Properties=species:S:1:pos:R:3 method="wB97M-V/def2-TZVPD" spin_multiplicity=1 homo_ev=-7.6925 smiles="CCOc1cc(C(=S)N2CCCC2)ccc1OC" e_tot_ha=-1148.270417 homo_lumo_gap_ev=8.357
C -1.1505 -2.9571 -3.0479
C -2.1998 -3.1737 -1.9628
O -1.7657 -2.7294 -0.6901
C -1.4924 -1.4206 -0.4372
C -0.6281 -1.2164 0.6312
C -0.2493 0.0524 1.0507
C -0.7719 1.1538 0.3840
C -1.6545 0.9724 -0.6641
C -2.0330 -0.2943 -1.0926
O -2.9199 -0.5009 -2.1181
C -3.4556 0.6113 -2.7899
H -4.1104 0.1984 -3.5562
H -4.0430 1.2447 -2.1178
H -2.6744 1.2110 -3.2687
H -2.0654 1.8462 -1.1440
H -0.5312 2.1553 0.7045
C 0.6253 0.1956 2.2221
N 1.6732 1.0225 2.1676
C 2.2295 1.6241 0.9720
C 3.7228 1.7054 1.2792
H 4.2288 2.4629 0.6848
C 3.7234 2.0179 2.7744
H 4.6662 1.7717 3.2570
C 2.5710 1.1666 3.2995
H 2.0427 1.6223 4.1409
H 2.9045 0.1732 3.6210
H 3.5168 3.0769 2.9339
H 4.1946 0.7394 1.0965
H 1.9948 1.0247 0.0908
H 1.8212 2.6322 0.8298
S 0.2769 -0.6380 3.6074
H -0.2515 -2.0870 1.1449
H -3.1448 -2.7021 -2.2450
H -2.3680 -4.2443 -1.8139
H -0.2050 -3.4033 -2.7474
H -1.4818 -3.4186 -3.9739
H -0.9958 -1.8953 -3.2224

---

17
Properties=species:S:1:pos:R:3 method="wB97M-V/def2-TZVPD" spin_multiplicity=1 homo_ev=-9.2690 smiles="OB(O)[C@@]1(F)N=CC=C[C@@H]1F" e_tot_ha=-623.962916 homo_lumo_gap_ev=9.518
B 1.9268 0.1001 0.0916
C -2.3459 -0.1643 -0.3797
C -1.8874 0.2256 0.8182
C -1.3499 -0.4697 -1.4431
C -0.5090 -0.0111 1.1707
C 0.4020 0.4687 -0.0083
N -0.1027 -0.3694 -1.3795
O 2.2046 -1.1584 0.5659
O 2.7815 1.0799 -0.3207
F -0.1272 0.6019 2.3269
F 0.1699 1.7612 -0.3813
H -3.3793 -0.1205 -0.8004
H -2.6045 0.6924 1.4529
H -1.5679 -0.7588 -2.4703
H -0.0770 -1.1393 1.2065
H 2.9115 -1.6908 0.3359
H 3.5547 0.9524 -0.7853